1.
120
Properties=species:S:1:pos:R:3 method="wB97M-V/def2-TZVPD" e_homo_ev=-2.3 charge=-2 multiplicity=1
Sr 0.509 0.825 0.238
O 0.543 5.436 4.772
C 0.692 4.397 3.895
C 1.354 4.561 2.684
C 1.457 3.462 1.852
N 0.919 2.290 2.175
C 0.276 2.132 3.331
C 0.159 3.165 4.243
C -0.307 0.726 3.575
O -0.663 0.477 4.733
O -0.331 -0.018 2.555
C 2.223 3.503 0.514
O 2.650 4.596 0.144
O 2.339 2.369 -0.046
H 0.921 6.224 4.367
H 1.787 5.504 2.370
H -0.357 3.003 5.179
C 0.410 -4.186 -0.553
C 0.467 -2.757 -0.092
N 0.024 -1.781 -0.787
N -0.379 -2.044 -2.056
C -1.153 -1.136 -2.764
N -0.758 -1.074 -4.083
S -2.428 -0.350 -2.123
C 1.136 -2.413 1.195
C 1.061 -3.227 2.318
C 1.774 -2.861 3.446
C 2.555 -1.718 3.417
C 2.544 -0.947 2.267
N 1.851 -1.288 1.186
H -0.607 -4.434 -0.864
H 0.726 -4.869 0.231
H 1.070 -4.354 -1.413
H 0.124 -2.742 -2.584
H 0.241 -0.931 -4.178
H -1.270 -0.356 -4.575
H 0.421 -4.099 2.326
H 1.708 -3.458 4.347
H 3.130 -1.406 4.278
H 3.093 -0.013 2.201
O -0.687 4.333 -4.703
C -1.205 4.931 -3.651
O -1.688 6.040 -3.725
C -1.184 4.189 -2.354
C -1.786 4.657 -1.196
Cl -2.720 6.055 -0.936
N -1.568 3.767 -0.207
N -0.877 2.720 -0.670
C -0.633 2.940 -1.953
C 0.117 1.866 -2.744
O 0.155 1.999 -3.987
O 0.607 0.913 -2.102
C -2.083 3.684 1.129
C -2.619 2.471 1.534
C -3.063 2.326 2.840
C -2.992 3.399 3.717
C -2.460 4.612 3.295
C -1.987 4.760 2.000
H -0.347 3.395 -4.475
H -2.717 1.629 0.858
H -3.462 1.363 3.142
H -3.340 3.284 4.736
H -2.376 5.440 3.987
H -1.520 5.681 1.680
Br 7.540 -0.716 -0.950
C 6.291 -2.115 -0.682
C 6.793 -3.349 -0.286
C 5.932 -4.412 -0.074
C 4.568 -4.240 -0.265
C 4.078 -3.008 -0.660
C 4.927 -1.922 -0.869
I 4.052 -0.110 -1.382
H 7.859 -3.464 -0.144
H 6.328 -5.368 0.242
H 3.882 -5.061 -0.100
H 3.016 -2.863 -0.801
C -5.262 -5.232 2.187
C -6.101 -3.969 1.998
C -6.262 -3.672 0.509
C -7.475 -4.150 2.647
O -5.412 -2.941 2.679
Si -5.358 -1.289 2.403
S -4.288 -0.690 0.796
O -4.806 -0.669 3.848
C -4.095 -1.236 4.940
C -5.037 -2.114 5.764
C -3.609 -0.055 5.779
C -2.896 -2.037 4.436
O -6.995 -0.925 2.393
C -7.680 0.300 2.551
C -8.130 0.400 4.009
C -8.891 0.242 1.623
C -6.810 1.504 2.195
H -5.751 -6.101 1.738
H -5.112 -5.419 3.252
H -4.285 -5.094 1.721
H -6.730 -4.525 0.009
H -5.294 -3.461 0.054
H -6.882 -2.787 0.358
H -8.041 -4.941 2.145
H -8.027 -3.213 2.586
H -7.358 -4.415 3.701
H -5.861 -1.512 6.158
H -4.500 -2.564 6.603
H -5.451 -2.903 5.137
H -4.441 0.633 5.946
H -2.799 0.467 5.267
H -3.237 -0.398 6.748
H -3.235 -2.900 3.862
H -2.296 -2.382 5.284
H -2.263 -1.411 3.807
H -8.746 -0.465 4.267
H -8.706 1.313 4.184
H -7.251 0.402 4.656
H -9.493 -0.639 1.855
H -8.553 0.167 0.588
H -9.514 1.134 1.729
H -5.957 1.569 2.872
H -7.393 2.426 2.281
H -6.419 1.409 1.182

***

2.
122
Properties=species:S:1:pos:R:3 method="wB97M-V/def2-TZVPD" smiles="[H]/N=C(/C)C[C@]1(CCOCC(F)(F)C(F)(F)C(F)(F)C(F)F)[C@](C[C@H](C)F)(CP(=O)(O)O)S(=O)(=O)O[C@H](O)[C@@]1(CC=O)P(O)O.Fc1ccccc1.Fc1ccccc1.Fc1ccccc1.Fc1ccccc1" e_homo_ev=-8.9 charge=0 multiplicity=1
H 1.542 -3.910 -3.268
N 0.944 -3.215 -3.698
C 1.439 -2.057 -3.675
C 0.601 -0.923 -4.230
C 2.777 -1.525 -3.157
C 3.959 -2.346 -2.563
C 3.475 -3.473 -1.616
C 2.310 -3.178 -0.667
O 1.240 -4.062 -0.964
C 0.185 -3.990 -0.058
C -0.565 -2.646 -0.076
F -0.164 -1.892 0.978
F -0.308 -1.920 -1.188
C -2.099 -2.773 0.035
F -2.399 -3.654 1.008
F -2.593 -1.561 0.406
C -2.807 -3.171 -1.295
F -3.900 -3.910 -0.992
F -1.968 -3.945 -2.029
C -3.242 -1.952 -2.146
F -3.447 -2.370 -3.406
F -4.409 -1.483 -1.657
C 4.877 -1.294 -1.719
C 4.961 -1.571 -0.178
C 5.935 -2.496 0.590
C 7.215 -1.776 1.012
F 6.227 -3.693 -0.035
C 4.294 0.172 -1.676
P 3.885 1.397 -2.955
O 2.445 1.643 -3.047
O 4.695 2.680 -2.454
O 4.584 1.026 -4.350
S 6.548 -1.076 -2.384
O 6.983 0.251 -2.078
O 7.382 -2.184 -2.062
O 6.280 -1.045 -3.925
C 5.580 -2.094 -4.630
O 4.750 -1.434 -5.527
C 4.770 -3.068 -3.751
C 3.808 -3.742 -4.774
C 4.468 -4.409 -5.968
O 4.441 -3.970 -7.083
P 5.943 -4.459 -2.964
O 7.125 -4.599 -4.084
O 4.993 -5.783 -3.270
H 0.489 -1.049 -5.307
H 1.020 0.056 -4.003
H -0.392 -0.985 -3.786
H 3.177 -0.934 -3.983
H 2.436 -0.803 -2.417
H 4.310 -3.835 -1.021
H 3.178 -4.344 -2.204
H 1.981 -2.135 -0.706
H 2.621 -3.360 0.371
H 0.528 -4.136 0.973
H -0.502 -4.796 -0.302
H -2.498 -1.156 -2.143
H 5.172 -0.624 0.317
H 3.952 -1.787 0.162
H 5.393 -2.761 1.502
H 7.104 -1.420 2.036
H 7.405 -0.902 0.389
H 8.074 -2.440 0.958
H 4.963 0.736 -1.037
H 3.349 0.115 -1.131
H 5.550 2.789 -2.887
H 4.324 1.696 -4.998
H 6.363 -2.616 -5.178
H 5.211 -0.641 -5.826
H 3.237 -4.527 -4.285
H 3.125 -3.020 -5.207
H 4.959 -5.383 -5.791
H 6.887 -4.621 -5.018
H 5.501 -6.500 -3.663
F -5.960 2.879 4.418
C -5.475 1.744 3.861
C -5.026 1.781 2.557
C -4.520 0.612 2.003
C -4.482 -0.559 2.746
C -4.949 -0.565 4.053
C -5.448 0.596 4.626
H -5.069 2.703 1.993
H -4.156 0.619 0.984
H -4.094 -1.466 2.307
H -4.923 -1.477 4.634
H -5.810 0.620 5.645
F -9.721 5.022 -1.442
C -9.278 4.492 -0.283
C -9.652 5.089 0.905
C -9.193 4.536 2.092
C -8.373 3.416 2.076
C -8.009 2.842 0.867
C -8.465 3.378 -0.330
H -10.287 5.964 0.891
H -9.476 4.980 3.037
H -8.017 2.994 3.006
H -7.367 1.971 0.851
H -8.200 2.946 -1.286
F 3.681 -0.767 3.220
C 3.940 0.557 3.342
C 2.926 1.461 3.105
C 3.216 2.813 3.236
C 4.490 3.233 3.592
C 5.491 2.298 3.822
C 5.216 0.944 3.697
H 1.941 1.112 2.826
H 2.436 3.542 3.058
H 4.703 4.289 3.690
H 6.487 2.619 4.095
H 5.967 0.186 3.877
F -9.702 9.198 7.235
C -9.191 8.071 6.698
C -8.701 8.114 5.408
C -8.175 6.952 4.863
C -8.152 5.777 5.603
C -8.654 5.764 6.896
C -9.179 6.919 7.458
H -8.735 9.041 4.852
H -7.780 6.963 3.855
H -7.740 4.873 5.171
H -8.639 4.849 7.474
H -9.573 6.937 8.465

***

3.
108
Properties=species:S:1:pos:R:3 method="wB97M-V/def2-TZVPD" s_squared=3.760 e_homo_ev="-6.0 / -6.0" charge=+1 multiplicity=4
V 21.253 -12.398 -0.109
C 18.569 -11.079 0.440
C 19.249 -11.531 1.721
N 20.738 -11.402 1.590
C 21.006 -9.930 1.326
C 22.094 -9.758 0.281
N 21.731 -10.576 -0.863
C 20.617 -10.019 -1.723
C 19.703 -11.186 -1.928
N 19.224 -11.877 -0.672
H 18.583 -10.011 0.306
H 17.539 -11.491 0.501
H 18.958 -12.565 2.043
H 18.830 -10.935 2.529
H 21.176 -11.642 2.514
H 21.258 -9.494 2.314
H 20.135 -9.485 0.997
H 23.062 -10.107 0.758
H 22.164 -8.678 0.033
H 22.553 -10.703 -1.447
H 21.158 -9.775 -2.684
H 20.253 -9.053 -1.302
H 20.231 -11.915 -2.540
H 18.846 -10.873 -2.543
H 18.571 -12.590 -0.955
I 15.873 -17.089 -4.986
C 16.090 -15.714 -3.451
C 15.286 -15.984 -2.358
C 15.301 -15.139 -1.255
C 16.237 -14.085 -1.303
N 17.002 -13.834 -2.328
C 17.004 -14.648 -3.374
H 14.552 -16.786 -2.408
H 14.672 -15.266 -0.440
H 16.039 -13.943 0.635
H 17.758 -14.430 -4.107
C 14.747 -8.918 -9.059
C 15.856 -9.547 -8.272
C 15.547 -10.599 -7.372
C 16.580 -11.298 -6.799
C 17.889 -10.886 -7.168
C 18.166 -9.788 -7.898
C 17.156 -9.072 -8.500
S 19.316 -11.841 -6.585
C 19.489 -13.130 -7.970
O 18.861 -12.709 -5.443
H 13.771 -9.482 -8.985
H 15.031 -8.822 -10.104
H 14.445 -7.956 -8.622
H 14.505 -10.835 -7.074
H 16.376 -12.163 -6.143
H 19.241 -9.511 -8.109
H 17.327 -8.081 -8.917
H 18.523 -13.636 -7.974
H 20.228 -13.871 -7.635
H 19.750 -12.664 -8.924
C 26.232 -13.376 1.807
C 25.426 -14.401 2.279
C 24.322 -14.805 1.492
C 24.080 -14.261 0.237
C 24.960 -13.299 -0.257
C 25.989 -12.842 0.503
As 22.369 -14.422 -0.565
C 21.204 -15.945 0.075
C 20.490 -15.713 1.253
C 19.438 -16.550 1.626
C 19.218 -17.751 0.891
C 19.866 -17.915 -0.369
C 20.908 -17.072 -0.737
C 22.875 -15.083 -2.265
C 24.043 -15.891 -2.381
C 24.596 -16.104 -3.659
C 23.890 -15.689 -4.790
C 22.684 -15.032 -4.659
C 22.142 -14.723 -3.448
H 27.084 -12.970 2.366
H 25.542 -14.730 3.311
H 23.592 -15.548 1.941
H 24.779 -12.817 -1.204
H 26.546 -12.057 0.075
H 20.778 -14.800 1.763
H 18.951 -16.327 2.559
H 18.619 -18.540 1.419
H 19.578 -18.793 -0.932
H 21.479 -17.259 -1.656
H 24.553 -16.276 -1.444
H 25.530 -16.637 -3.727
H 24.315 -15.965 -5.764
H 22.271 -14.662 -5.577
H 21.211 -14.240 -3.285
C 7.420 -10.096 -3.586
C 8.913 -10.232 -3.641
C 9.628 -10.639 -2.549
C 10.986 -10.729 -2.654
C 11.594 -10.565 -3.928
C 10.896 -10.277 -5.057
C 9.566 -10.010 -4.852
S 13.340 -10.887 -4.079
O 16.574 -13.466 -0.116
O 13.971 -9.741 -4.817
O 13.412 -12.205 -4.637
H 7.075 -9.824 -2.601
H 7.040 -11.066 -3.869
H 7.026 -9.311 -4.243
H 9.112 -11.008 -1.667
H 11.606 -10.988 -1.782
H 11.260 -9.987 -6.061
H 8.946 -9.735 -5.761

***

4.
105
Properties=species:S:1:pos:R:3 method="wB97M-V/def2-TZVPD" s_squared=2.012 e_homo_ev="-12.2 / -13.0" charge=+2 multiplicity=3
Au -0.220 -0.254 -0.645
C -3.817 0.083 6.572
C -2.871 0.523 5.496
C -1.866 -0.319 5.028
C -0.987 0.098 4.041
C -1.110 1.371 3.505
C -2.100 2.231 3.962
C -2.972 1.801 4.948
S 0.014 1.915 2.260
O 0.004 3.352 2.250
O 1.286 1.283 2.548
N -0.546 1.332 0.867
C -1.375 2.113 0.065
C -2.068 3.290 0.337
C -2.832 3.838 -0.674
C -2.908 3.232 -1.926
C -2.202 2.069 -2.123
N -1.464 1.539 -1.144
H -3.583 -0.920 6.923
H -4.845 0.085 6.208
H -3.774 0.760 7.425
H -1.766 -1.311 5.449
H -0.208 -0.571 3.691
H -2.163 3.241 3.584
H -3.734 2.476 5.312
H -1.986 3.779 1.291
H -3.372 4.754 -0.484
H -3.496 3.653 -2.727
H -2.213 1.538 -3.064
C -0.192 -3.533 -3.257
C -0.163 -4.596 -2.171
C 0.937 -4.375 -1.139
Sb 0.739 -2.735 0.234
C 2.160 -3.447 1.637
C 3.505 -3.483 1.277
C 4.452 -3.972 2.167
C 4.056 -4.425 3.417
C 2.715 -4.402 3.774
C 1.766 -3.912 2.888
C -1.079 -3.248 1.164
C -1.930 -2.241 1.611
C -3.131 -2.562 2.228
C -3.489 -3.890 2.394
C -2.643 -4.900 1.953
C -1.441 -4.582 1.342
Sb -1.055 -1.694 -2.655
C -1.153 -0.586 -4.424
C -2.181 -0.839 -5.328
C -2.238 -0.124 -6.516
C -1.276 0.836 -6.795
C -0.253 1.089 -5.892
C -0.190 0.378 -4.703
C -3.026 -2.208 -2.167
C -3.767 -1.400 -1.313
C -5.081 -1.730 -1.021
C -5.654 -2.865 -1.574
C -4.915 -3.677 -2.422
C -3.600 -3.349 -2.720
H -0.787 -3.822 -4.126
H 0.811 -3.302 -3.622
H 0.013 -5.564 -2.647
H -1.135 -4.677 -1.675
H 1.915 -4.275 -1.615
H 1.002 -5.223 -0.452
H 3.831 -3.134 0.303
H 5.494 -4.007 1.882
H 4.792 -4.813 4.107
H 2.407 -4.775 4.740
H 0.720 -3.912 3.171
H -1.669 -1.195 1.483
H -3.785 -1.772 2.572
H -4.426 -4.144 2.867
H -2.921 -5.937 2.086
H -0.792 -5.386 1.013
H -2.949 -1.572 -5.110
H -3.034 -0.313 -7.221
H -1.324 1.391 -7.721
H 0.493 1.839 -6.113
H 0.607 0.588 -3.998
H -3.331 -0.509 -0.871
H -5.659 -1.097 -0.362
H -6.679 -3.119 -1.345
H -5.361 -4.561 -2.854
H -3.039 -3.995 -3.386
C 3.903 3.208 3.463
Ge 3.475 2.157 5.038
C 1.713 2.527 5.757
C 4.830 2.381 6.414
C 3.716 0.161 4.670
Se 2.904 -0.723 3.208
C 3.955 -0.021 1.763
H 3.938 4.255 3.765
H 3.141 3.112 2.695
H 4.882 2.953 3.059
H 1.796 3.435 6.354
H 1.361 1.728 6.408
H 0.982 2.700 4.977
H 4.889 3.429 6.701
H 5.813 2.076 6.060
H 4.584 1.806 7.305
H 3.378 -0.371 5.561
H 4.794 0.018 4.560
H 3.914 1.063 1.818
H 3.514 -0.376 0.836
H 4.974 -0.391 1.873

***

| no. | energy (Ha) |
| --- | --- |
| 1 | -7441.9098 |
| 2 | -4968.2356 |
| 3 | -6500.5858 |
| 4 | -7459.3714 |